{
  "formula": "C2H10N2",
  "method": "the ωB97M-V functional and the def2-TZVPD basis",
  "e_homo_ev": -8.923,
  "spin_multiplicity": 1,
  "lumo_energy_ev": 0.94,
  "relative_energy_kj_mol": 41.3,
  "smiles": "CCN.N",
  "symbols": ["H", "H", "H", "H", "N", "N", "H", "H", "H", "H", "C", "H", "H", "C"],
  "positions_angstrom": [[-0.141, -0.353, -0.307], [-2.256, -0.603, 1.841], [3.350, 1.956, -1.017], [0.084, -0.652, 1.470], [2.728, 2.630, -1.390], [-0.655, -2.214, 0.177], [-1.932, 0.841, 0.934], [-0.743, -2.936, 0.872], [-2.525, -0.555, 0.038], [1.759, 2.577, -1.149], [-1.954, -0.249, 0.856], [-0.077, -2.518, -0.584], [2.894, 2.902, -2.339], [-0.533, -0.824, 0.598]],
  "forces_ev_per_a": [[0.33, 0.44, 0.43], [-0.61, -0.27, -0.26], [0.12, -0.61, 0.13], [0.50, 0.02, 0.06], [-0.09, 1.17, -0.08], [-0.33, -0.36, 0.11], [0.04, 0.00, -0.14], [0.09, 0.17, 0.21], [-1.40, -0.50, -0.90], [-0.07, -0.36, 0.08], [2.28, 0.54, 1.41], [0.27, 0.13, 0.08], [0.04, -0.21, -0.11], [-1.17, -0.18, -1.01]]
}


{
  "formula": "C2H10N2",
  "method": "the ωB97M-V functional and the def2-TZVPD basis",
  "e_homo_ev": -9.247,
  "spin_multiplicity": 1,
  "lumo_energy_ev": 1.02,
  "relative_energy_kj_mol": 76.9,
  "smiles": "NCN.C",
  "symbols": ["H", "C", "N", "H", "H", "H", "C", "H", "H", "N", "H", "H", "H", "H"],
  "positions_angstrom": [[-1.469, 2.637, -0.092], [0.561, -2.023, 0.598], [-0.506, -1.946, -0.422], [-1.360, -2.082, 0.128], [1.448, -0.212, 0.296], [1.651, -0.658, 1.864], [-0.757, 2.705, -0.906], [0.244, 2.308, -0.688], [-1.131, 2.177, -1.775], [1.027, -0.710, 1.074], [0.150, -2.503, 1.476], [-0.534, 3.774, -0.943], [1.420, -2.472, 0.097], [-0.742, -0.993, -0.707]],
  "forces_ev_per_a": [[0.16, -0.58, 0.28], [0.75, 1.47, -0.46], [-1.26, 0.36, 1.11], [0.04, -0.55, -0.35], [0.07, 0.02, 0.25], [0.02, -0.54, 0.03], [0.95, 0.37, 0.66], [-0.52, -0.42, 0.43], [-0.13, 0.59, -0.37], [-0.86, 0.85, -0.77], [0.41, -0.77, -0.06], [-0.46, 0.03, -1.00], [-0.20, -0.93, 0.41], [1.03, 0.11, -0.16]]
}


{
  "formula": "C2H10N2O",
  "method": "the ωB97M-V functional and the def2-TZVPD basis",
  "e_homo_ev": -9.235,
  "spin_multiplicity": 1,
  "lumo_energy_ev": 0.93,
  "relative_energy_kj_mol": 29.4,
  "smiles": "NCCN.O",
  "symbols": ["N", "H", "O", "H", "C", "H", "N", "H", "H", "C", "H", "H", "H", "H", "H"],
  "positions_angstrom": [[-2.206, 0.211, -0.996], [1.546, 0.359, 1.538], [2.175, -2.186, -0.028], [1.662, -1.387, 0.168], [-0.330, 0.644, 0.675], [-0.288, 0.731, -1.524], [1.147, 0.726, 0.679], [-2.609, -0.687, -0.809], [-2.759, 0.883, -0.490], [-0.776, 0.194, -0.715], [-0.672, -0.111, 1.371], [2.856, -1.820, -0.610], [-0.769, 1.594, 0.950], [1.440, 1.685, 0.584], [-0.416, -0.836, -0.792]],
  "forces_ev_per_a": [[-0.10, -0.36, -0.04], [-0.12, 0.27, -0.03], [0.09, 0.40, -0.15], [0.03, -0.03, -0.02], [0.52, 0.00, -0.68], [0.39, 0.38, 0.22], [-0.30, -0.48, 0.34], [-0.25, -0.33, 0.06], [0.21, 0.36, 0.17], [-0.18, -0.25, -0.10], [-0.01, -0.06, 0.36], [-0.07, -0.28, 0.10], [-0.30, 0.29, 0.10], [0.19, 0.05, -0.05], [-0.12, 0.04, -0.28]]
}


{
  "formula": "C2H10N2O",
  "method": "the ωB97M-V functional and the def2-TZVPD basis",
  "e_homo_ev": [-12.092, -12.092],
  "spin_multiplicity": 2,
  "total_charge": 1,
  "lumo_energy_ev": [-3.67, -8.93],
  "relative_energy_kj_mol": 145.3,
  "symbols": ["H", "H", "O", "H", "N", "C", "H", "H", "C", "H", "H", "H", "H", "N", "H"],
  "positions_angstrom": [[-1.767, 0.478, 0.842], [-3.173, 2.462, 1.394], [5.501, -1.408, -1.487], [3.630, -1.860, -0.903], [-3.833, 0.031, 1.005], [-2.769, 0.700, 0.377], [-3.911, -0.916, 0.636], [5.085, -1.923, -2.179], [4.473, -1.308, -0.475], [4.958, -1.547, 0.460], [4.038, -0.307, -0.442], [-4.727, 0.465, 0.763], [-2.616, 0.395, -0.663], [-2.842, 2.097, 0.502], [-2.047, 2.640, 0.169]],
  "forces_ev_per_a": [[-0.05, -0.32, -0.02], [-0.49, 0.01, -0.17], [-0.43, 0.24, 0.28], [0.00, -0.77, 1.25], [-0.38, -0.25, -1.14], [-0.33, 0.65, 0.45], [0.21, -0.10, 0.55], [0.42, 0.02, -0.29], [0.14, 0.61, -1.83], [-0.64, -0.52, 0.39], [0.51, 0.41, 0.20], [0.12, 0.09, 0.50], [0.22, -0.02, -0.43], [0.89, -0.01, 0.63], [-0.19, -0.05, -0.37]]
}


{
  "formula": "C2H10N2O2",
  "method": "the ωB97M-V functional and the def2-TZVPD basis",
  "e_homo_ev": -9.305,
  "spin_multiplicity": 1,
  "lumo_energy_ev": 0.32,
  "relative_energy_kj_mol": 95.6,
  "smiles": "[H]/N=C/NC.O.O",
  "symbols": ["O", "H", "C", "N", "H", "H", "O", "H", "C", "H", "N", "H", "H", "H", "H", "H"],
  "positions_angstrom": [[1.355, 3.385, 0.848], [1.391, 2.459, 0.555], [-0.081, -0.734, 0.987], [1.211, -0.669, 0.556], [1.589, -2.490, -0.445], [-2.789, 0.219, -2.384], [-3.572, 0.651, -2.057], [2.419, -1.067, -1.187], [1.542, -1.423, -0.651], [1.912, -0.638, 1.286], [-0.425, -0.902, 2.205], [-0.837, -0.715, 0.199], [-1.406, -1.166, 2.241], [0.743, -1.160, -1.353], [-3.739, 0.446, -1.134], [0.685, 3.803, 0.335]],
  "forces_ev_per_a": [[0.91, -0.91, 0.51], [-0.12, 0.47, 0.12], [-0.75, -0.94, 0.81], [0.90, 0.83, -0.32], [0.02, -0.14, -0.28], [0.30, -0.34, 0.33], [-0.70, 0.59, -0.22], [0.35, -0.02, 0.57], [-0.73, 0.93, -0.24], [-0.26, -0.26, 0.03], [0.41, -0.30, -0.35], [0.25, -0.11, -0.33], [-0.09, 0.72, 0.15], [-0.09, -0.65, -0.03], [0.40, -0.25, -0.11], [-0.79, 0.38, -0.63]]
}


{
  "formula": "C2H10N2O2",
  "method": "the ωB97M-V functional and the def2-TZVPD basis",
  "e_homo_ev": -7.610,
  "spin_multiplicity": 1,
  "lumo_energy_ev": 0.94,
  "relative_energy_kj_mol": 94.8,
  "smiles": "N/C=C/N.O.O",
  "symbols": ["H", "O", "H", "C", "H", "H", "H", "C", "H", "H", "H", "H", "N", "H", "N", "O"],
  "positions_angstrom": [[0.629, 0.377, 0.604], [-0.433, 1.499, -1.762], [0.117, 1.829, -1.035], [0.747, -1.590, -0.009], [2.098, -0.730, -1.266], [-0.423, -1.720, 2.357], [-1.952, 1.205, 0.346], [0.409, -0.635, 0.860], [1.268, -2.010, -1.970], [0.128, 0.790, -2.106], [-1.808, 2.349, -0.484], [-0.413, -0.139, 2.690], [1.241, -1.259, -1.305], [0.641, -2.639, 0.232], [0.075, -0.865, 2.193], [-1.615, 2.106, 0.435]],
  "forces_ev_per_a": [[-0.21, 0.64, -0.08], [0.91, -0.03, -0.24], [-0.45, 0.05, -0.11], [-0.34, 0.27, -0.24], [0.19, -0.28, -0.21], [0.03, -0.45, -0.05], [0.24, -0.23, 0.61], [0.65, -0.75, 0.04], [0.18, -0.10, 0.06], [-0.27, -0.27, -0.14], [0.30, 0.56, 0.18], [0.08, 0.39, -0.31], [-0.20, 0.53, 0.19], [-0.08, -0.12, 0.02], [-0.26, -0.04, 0.54], [-0.77, -0.17, -0.27]]
}


{
  "formula": "C2H10N2O2",
  "method": "the ωB97M-V functional and the def2-TZVPD basis",
  "e_homo_ev": -9.612,
  "spin_multiplicity": 1,
  "lumo_energy_ev": 0.83,
  "relative_energy_kj_mol": 106.7,
  "smiles": "NCO.NCO",
  "symbols": ["N", "H", "H", "O", "H", "H", "C", "H", "H", "H", "H", "H", "H", "N", "C", "O"],
  "positions_angstrom": [[-0.739, -0.136, 3.455], [0.693, -0.927, -4.326], [-1.409, 0.028, -2.814], [1.133, 0.905, 2.568], [0.988, -2.159, -2.526], [1.086, 0.330, -3.164], [0.378, -0.465, -3.390], [-0.712, 1.797, 2.760], [0.911, 0.369, 1.797], [-0.247, -0.844, 3.979], [0.312, 1.582, 4.206], [-0.529, -1.830, -2.106], [-1.651, -0.059, 3.886], [0.380, -1.391, -2.269], [-0.054, 1.110, 3.300], [-0.896, 0.097, -3.640]],
  "forces_ev_per_a": [[-0.72, -0.68, 0.06], [-0.02, -0.15, -0.11], [0.31, 0.29, -0.49], [0.15, -0.12, -0.22], [0.13, -0.09, 0.31], [0.12, 0.20, 0.05], [-0.22, 0.35, -0.18], [-0.14, 0.03, 0.19], [-0.03, 0.04, 0.02], [0.44, 0.20, 0.07], [-0.17, 0.14, 0.39], [0.17, 0.26, -0.36], [-0.08, 0.26, -0.17], [-0.12, -0.51, 0.11], [0.54, 0.11, -0.37], [-0.38, -0.34, 0.69]]
}


{
  "formula": "C2H10N2O2",
  "method": "the ωB97M-V functional and the def2-TZVPD basis",
  "e_homo_ev": [-8.653, -7.400],
  "spin_multiplicity": 1,
  "lumo_energy_ev": [0.74, 0.23],
  "relative_energy_kj_mol": 600.2,
  "symbols": ["H", "H", "C", "H", "H", "N", "H", "N", "H", "C", "H", "H", "O", "H", "O", "H"],
  "positions_angstrom": [[-0.248, 1.195, -0.352], [2.147, 1.224, 0.011], [2.113, 0.155, -0.215], [-2.083, 2.335, 0.962], [3.131, -0.244, -0.105], [1.206, -0.467, 0.721], [-0.488, 0.409, 1.119], [-0.832, 0.574, 0.182], [-1.896, -0.128, -1.442], [-1.467, -0.521, -0.524], [0.811, -2.290, 1.067], [-2.273, -0.904, 0.098], [-2.314, 1.779, 0.204], [1.823, 0.015, -1.269], [1.113, -1.820, 0.280], [-0.742, -1.313, -0.737]],
  "forces_ev_per_a": [[-0.07, -0.13, 0.02], [-0.03, -0.08, -0.02], [0.05, 0.17, -0.22], [0.00, -0.06, -0.06], [-0.18, -0.03, 0.08], [1.03, -1.54, -0.13], [-0.23, 0.01, -0.31], [0.34, -0.34, 0.00], [-0.03, -0.03, 0.01], [0.28, 0.15, 0.15], [-0.10, 0.03, -0.03], [-0.02, -0.01, -0.04], [-1.04, 0.88, 0.05], [-0.05, -0.03, 0.21], [0.29, 1.00, 0.40], [-0.23, 0.01, -0.11]]
}


{
  "formula": "C2H10N2OSi",
  "method": "the ωB97M-V functional and the def2-TZVPD basis",
  "e_homo_ev": -9.095,
  "spin_multiplicity": 1,
  "lumo_energy_ev": 0.77,
  "relative_energy_kj_mol": 429.2,
  "smiles": "C=[N+](C)[O-].N[SiH3]",
  "symbols": ["H", "H", "H", "H", "H", "C", "H", "H", "C", "H", "O", "H", "N", "H", "N", "Si"],
  "positions_angstrom": [[-3.665, 2.184, 1.509], [-0.181, -2.339, 0.305], [-1.726, 0.928, 2.210], [3.199, -1.679, -0.669], [1.591, -2.921, 0.265], [2.571, -0.821, -0.888], [-2.467, 1.685, -1.082], [-1.500, 3.170, 1.443], [0.850, -2.177, 0.047], [2.609, -0.585, -1.952], [0.374, -0.155, -0.809], [-1.329, 0.658, -0.502], [1.180, -1.072, -0.524], [2.921, 0.054, -0.340], [-2.182, 1.155, -0.273], [-2.244, 1.915, 1.262]],
  "forces_ev_per_a": [[-0.20, 0.19, 0.24], [-0.16, 0.15, -0.03], [0.10, -0.12, 0.31], [-0.07, -0.03, 0.04], [0.24, 0.01, -0.05], [0.60, 0.28, -0.22], [-0.15, 0.02, -0.01], [0.15, 0.25, 0.03], [-0.11, -0.39, 0.21], [-0.12, -0.07, 0.09], [-0.23, 0.70, -0.30], [-0.03, -0.09, 0.07], [0.17, -0.59, 0.21], [-0.14, -0.09, 0.02], [0.21, 0.10, -0.31], [-0.25, -0.31, -0.29]]
}


{
  "formula": "C2H10N2OSi",
  "method": "the ωB97M-V functional and the def2-TZVPD basis",
  "e_homo_ev": -9.325,
  "spin_multiplicity": 1,
  "lumo_energy_ev": 0.65,
  "relative_energy_kj_mol": 219.8,
  "smiles": "C[Si](C)(N)ON",
  "symbols": ["H", "H", "H", "C", "H", "O", "H", "H", "H", "H", "Si", "N", "N", "C", "H", "H"],
  "positions_angstrom": [[1.205, -0.683, 2.269], [2.273, -1.240, -1.041], [-1.929, -1.741, 0.737], [-1.524, -1.472, -0.291], [0.136, 2.672, -1.275], [-0.707, 1.037, -0.690], [-1.365, -2.448, -0.780], [-2.303, -0.846, -0.727], [0.100, 2.522, 0.299], [-0.201, 0.296, 2.260], [-0.016, -0.341, -0.089], [1.287, -0.984, -1.297], [-0.507, 2.435, -0.564], [0.695, 0.082, 1.648], [1.413, 0.990, 1.529], [1.444, -0.279, -1.989]],
  "forces_ev_per_a": [[-0.02, 0.22, -0.87], [-1.59, 0.20, 0.29], [0.44, 0.33, -0.95], [0.06, -0.45, 2.04], [0.78, 0.30, -1.33], [-0.51, -0.16, -0.50], [0.02, 0.73, -0.12], [0.06, -0.29, -0.37], [-0.99, 0.20, -0.92], [0.38, 0.59, -0.21], [1.79, -1.22, -1.15], [0.04, 0.47, 1.93], [0.81, -0.39, 2.71], [0.33, 0.42, -0.27], [-1.38, -1.43, 0.42], [-0.22, 0.47, -0.71]]
}